No. 1
{"formula": "C4H5LiO2Pt", "method": "ωB97M-V/def2-TZVPD", "homo_energy_ev": [-16.8552, -17.8009], "charge": 2, "molar_mass_g_mol": 287.10, "multiplicity": 3, "gap_ev": [7.659, 5.636], "de_lowest_kcal_mol": 39.6, "species": ["H", "C", "C", "C", "C", "O", "O", "Li", "Pt", "H", "H", "H", "H"], "positions_angstrom": [[1.558912, -0.000256, -1.719041], [0.685504, -0.448461, -0.463842], [-0.699563, -0.093227, -0.887489], [-1.287283, 0.843606, 0.162939], [-0.381275, 0.968871, 1.340131], [0.860446, 0.796466, 0.973962], [1.103664, -1.547609, -0.206708], [2.562087, -2.430626, 0.691899], [1.199620, 0.206995, 2.664459], [-1.274864, -1.023169, -1.008305], [-0.625040, 0.362319, -1.885761], [-2.258642, 0.500920, 0.558280], [-1.443566, 1.864172, -0.220525]], "forces_ev_per_a": [[-0.7, -0.2, 1.4], [0.6, -1.2, -1.2], [-0.5, 0.6, -1.0], [-1.5, 0.0, 1.1], [2.1, -0.1, -0.6], [-1.1, 0.9, -4.7], [0.7, 1.2, 0.2], [0.1, -0.3, 0.1], [-0.1, -1.1, 4.4], [0.3, 0.1, 0.2], [-0.3, 0.1, 0.4], [0.2, 0.1, -0.5], [0.1, -0.1, 0.2]], "nbo_charge": [0.366, 0.541, -0.527, -0.567, 0.419, -0.547, -0.516, 0.978, 0.608, 0.312, 0.302, 0.306, 0.324]}



No. 2
{"formula": "C4H9N6", "method": "ωB97M-V/def2-TZVPD", "homo_energy_ev": -13.4503, "charge": 1, "molar_mass_g_mol": 141.16, "multiplicity": 1, "gap_ev": 10.066, "de_lowest_kcal_mol": 22.5, "smiles": "[NH2+]=C1NCN[C@@H]2NN=N[C@H]12", "species": ["N", "C", "N", "C", "N", "C", "N", "N", "N", "C", "H", "H", "H", "H", "H", "H", "H", "H", "H"], "positions_angstrom": [[0.712670, 2.491094, -0.168536], [0.639744, 1.201451, -0.078517], [1.601651, 0.381958, -0.108949], [1.469808, -1.135085, 0.106787], [0.181164, -1.607294, -0.431995], [-0.910635, -1.185449, 0.435907], [-2.071836, -1.149149, -0.351506], [-2.640241, 0.079874, -0.420714], [-1.988880, 0.981548, 0.093724], [-0.843801, 0.420303, 0.754332], [-0.105593, 3.130367, -0.013182], [1.462525, 2.815991, -0.748049], [2.496975, 0.734665, -0.437373], [1.500106, -1.429997, 1.109051], [2.278539, -1.644729, -0.462052], [0.117684, -1.102986, -1.362698], [-0.989435, -1.870657, 1.257420], [-2.397338, -1.855863, -0.972088], [-0.513114, 0.743951, 1.798436]], "forces_ev_per_a": [[-1.1, 1.4, -0.7], [-5.1, -2.0, 3.9], [2.5, -2.0, -0.7], [-0.9, -0.3, -3.0], [1.9, 1.4, -0.7], [1.1, 2.1, -1.2], [-1.4, 1.3, 0.7], [-0.8, -1.3, -1.9], [0.4, 0.8, 1.8], [3.6, 0.3, -0.7], [1.0, -1.2, -0.4], [0.4, 0.9, 0.0], [0.2, -0.3, 0.2], [0.4, 0.1, 1.7], [-0.4, 0.7, 0.5], [-0.4, -1.1, 1.2], [0.1, 0.0, 0.8], [-0.4, -0.4, -0.1], [-1.3, -0.4, -1.3]], "nbo_charge": [-0.745, 0.558, -0.556, -0.056, -0.577, 0.050, -0.452, 0.112, -0.261, -0.097, 0.462, 0.412, 0.413, 0.215, 0.237, 0.366, 0.227, 0.430, 0.259]}